1.
Density functional theory data (ωB97M-V/def2-TZVPD) for 5 unconnected molecules or ions with the total composition C39H61BrN2O13S3 at a distorted geometry.

Results
strongest force on any atom	0.1051	hartree/bohr
HOMO-LUMO gap	6.97	eV
energy	-6378.00145	hartree
HOMO	-7.7506	eV
structure (SMILES)	CCCCN(CCCCc1c(C[C@@H](C)O)ccc2c1Nc1c(Br)cccc1S2)C(=S)SCCC.COC(=O)OC.COC(=O)OC.COC(=O)OC.COC(=O)OC

CARTESIAN COORDINATES (ANGSTROEM)
1 C -7.2916 0.5338 2.3497
2 C -6.9798 2.1514 2.1913
3 C -5.6381 2.4316 1.2436
4 C -4.5441 3.4070 2.0264
5 N -3.1086 3.1901 1.5716
6 C -2.3370 2.3012 2.5479
7 C -0.8135 1.9061 1.9823
8 C -1.0538 0.8165 0.7812
9 C 0.3148 0.2767 0.0503
10 C 0.5189 -1.3697 0.1485
11 C 2.0190 -1.9290 0.6112
12 C 3.3090 -0.9143 0.9240
13 C 3.2127 -0.1708 2.3825
14 C 4.6814 -0.3834 3.1492
15 O 3.0690 1.3112 2.2382
16 C 2.3666 -3.5521 0.7945
17 C 1.1588 -4.6207 0.4993
18 C -0.3004 -4.0483 0.0189
19 C -0.7006 -2.4627 -0.1924
20 N -2.0506 -1.9582 -0.6527
21 C -2.6718 -2.8237 -1.7258
22 C -3.5337 -2.0877 -2.9559
23 Br -3.8388 -0.0979 -3.0767
24 C -4.2211 -2.9868 -4.1874
25 C -4.0860 -4.6447 -4.2514
26 C -3.2641 -5.3518 -3.0220
27 C -2.5988 -4.4694 -1.8109
28 S -1.6657 -5.3136 -0.3732
29 C -2.4980 4.6069 1.6080
30 S -2.4040 5.5541 3.0428
31 S -1.8507 5.2822 -0.0585
32 C 0.0191 5.4254 0.1744
33 C 0.8718 4.7613 -1.0712
34 C 2.0263 5.8944 -1.4833
35 H -8.4152 0.2951 2.6040
36 H -6.5855 0.1012 3.1884
37 H -7.0614 0.0615 1.2806
38 H -7.9539 2.6302 1.7167
39 H -6.8722 2.6677 3.2603
40 H -6.0223 3.0525 0.3185
41 H -5.1601 1.4339 0.8414
42 H -4.7151 3.2512 3.1770
43 H -4.8819 4.5179 1.7729
44 H -2.3036 2.7293 3.6448
45 H -2.9710 1.2923 2.6148
46 H -0.2464 1.4455 2.9253
47 H -0.2749 2.8934 1.5953
48 H -1.7115 1.3500 -0.0596
49 H -1.7237 -0.0553 1.2432
50 H 0.2093 0.5148 -1.1147
51 H 1.2422 0.8891 0.4165
52 H 3.4407 -0.1870 0.0067
53 H 4.3024 -1.5741 0.9503
54 H 2.3371 -0.6387 3.0436
55 H 5.5957 -0.1038 2.4472
56 H 4.8475 -1.4796 3.5254
57 H 4.7310 0.3928 4.0516
58 H 3.5239 1.5585 1.3596
59 H 3.4186 -3.9475 1.1292
60 H 1.2669 -5.8016 0.5994
61 H -1.8309 -1.0423 -1.1490
62 H -4.8339 -2.4148 -5.0367
63 H -4.5548 -5.3170 -5.0867
64 H -3.1402 -6.5198 -3.0303
65 H 0.2758 6.5670 0.1963
66 H 0.3641 4.9632 1.2152
67 H 1.4523 3.7870 -0.7752
68 H 0.1961 4.4915 -2.0106
69 H 2.5414 6.2526 -0.4731
70 H 1.4411 6.8436 -1.8907
71 H 2.8015 5.4675 -2.2627
72 C -8.1943 1.9756 -7.9546
73 O -6.7736 1.9703 -8.0792
74 C -6.1094 2.0256 -6.8972
75 O -6.6201 2.0770 -5.7893
76 O -4.7785 2.0138 -7.1615
77 C -3.9494 2.0681 -6.0022
78 H -8.6219 1.9286 -8.9599
79 H -8.5360 1.0995 -7.3939
80 H -8.5367 2.8998 -7.4778
81 H -4.1214 1.1957 -5.3635
82 H -4.1220 2.9960 -5.4473
83 H -2.9067 2.0532 -6.3313
84 C -1.2916 -11.8357 -6.0301
85 O -1.8421 -11.1053 -4.9357
86 C -0.9959 -10.1961 -4.3894
87 O 0.1480 -9.9719 -4.7530
88 O -1.6429 -9.5795 -3.3683
89 C -0.8678 -8.5893 -2.6952
90 H -2.0538 -12.5329 -6.3887
91 H -1.0286 -11.1610 -6.8513
92 H -0.4197 -12.4145 -5.7084
93 H -0.5880 -7.7849 -3.3830
94 H 0.0210 -9.0382 -2.2402
95 H -1.4833 -8.1622 -1.8987
96 C 5.2212 4.0615 2.6100
97 O 6.4079 4.8229 2.3951
98 C 6.6435 5.1348 1.0957
99 O 5.9433 4.8233 0.1451
100 O 7.7931 5.8532 1.0372
101 C 8.1686 6.2536 -0.2793
102 H 5.1324 3.8695 3.6828
103 H 4.3385 4.6228 2.2866
104 H 5.2809 3.0990 2.0918
105 H 7.4038 6.9025 -0.7181
106 H 8.3461 5.3788 -0.9130
107 H 9.1006 6.8208 -0.2071
108 C 5.7969 -1.4593 9.0547
109 O 6.9836 -0.6979 8.8399
110 C 7.2192 -0.3861 7.5405
111 O 6.5190 -0.6975 6.5899
112 O 8.3689 0.3323 7.4819
113 C 8.7443 0.7328 6.1655
114 H 5.7082 -1.6513 10.1276
115 H 4.9143 -0.8980 8.7313
116 H 5.8566 -2.4218 8.5365
117 H 7.9795 1.3817 5.7266
118 H 8.9219 -0.1420 5.5317
119 H 9.6764 1.3000 6.2376


2.
Density functional theory data (ωB97M-V/def2-TZVPD) for C3H3Cl2F3 in the gas phase.

Results
strongest force on any atom	0.0137	hartree/bohr
relative energy (zero: lowest compared OMol25 entry of this formula, charge and spin)	0.0	kcal/mol
HOMO-LUMO gap	12.09	eV
energy	-1336.12036	hartree
HOMO	-11.3430	eV
structure (SMILES)	CC(Cl)(Cl)C(F)(F)F

CARTESIAN COORDINATES (ANGSTROEM)
1 C -0.1507 1.7583 0.6923
2 C 0.0137 0.2820 0.4369
3 Cl 1.6140 -0.2708 0.9958
4 Cl -1.2598 -0.6406 1.2872
5 C -0.1106 -0.0354 -1.0712
6 F 0.0289 -1.3300 -1.3349
7 F -1.2983 0.3687 -1.5268
8 F 0.8349 0.6390 -1.7438
9 H -0.0890 1.9465 1.7717
10 H -1.1317 2.0806 0.3492
11 H 0.5956 2.3382 0.1702


3.
Density functional theory data (ωB97M-V/def2-TZVPD) for C19H24N2O2 in the gas phase.

Results
strongest force on any atom	0.0101	hartree/bohr
relative energy (zero: lowest compared OMol25 entry of this formula, charge and spin)	14.2	kcal/mol
HOMO-LUMO gap	9.30	eV
energy	-998.41171	hartree
HOMO	-8.6307	eV
structure (SMILES)	COc1ccccc1[C@H](C)NCC(=O)NCc1ccc(C)cc1

CARTESIAN COORDINATES (ANGSTROEM)
1 C -1.3517 -1.0537 1.3684
2 O -1.1782 -0.9206 -0.0216
3 C -2.0879 -0.1888 -0.7287
4 C -3.1627 0.4703 -0.1434
5 C -4.0626 1.1827 -0.9186
6 C -3.9024 1.2487 -2.2878
7 C -2.8259 0.6035 -2.8739
8 C -1.9130 -0.1152 -2.1220
9 C -0.7430 -0.7974 -2.7962
10 C -0.9144 -2.3177 -2.7224
11 N 0.4628 -0.3693 -2.1059
12 C 1.7532 -0.7958 -2.6039
13 C 2.7491 -0.7974 -1.4385
14 O 3.9315 -0.5537 -1.5642
15 N 2.1526 -1.1354 -0.2812
16 C 2.7903 -1.0199 1.0083
17 C 2.0329 -0.0770 1.9051
18 C 1.7792 -0.3930 3.2321
19 C 1.0537 0.4682 4.0363
20 C 0.5558 1.6627 3.5335
21 C -0.2241 2.6019 4.4028
22 C 0.8149 1.9786 2.2042
23 C 1.5449 1.1233 1.4022
24 H -0.5453 -1.7022 1.7079
25 H -2.3131 -1.5178 1.6113
26 H -1.2672 -0.0912 1.8822
27 H -3.3094 0.4360 0.9244
28 H -4.8906 1.6850 -0.4408
29 H -4.6022 1.7999 -2.8967
30 H -2.6907 0.6577 -3.9448
31 H -0.7368 -0.5020 -3.8634
32 H -1.9057 -2.5849 -3.0807
33 H -0.1806 -2.8283 -3.3406
34 H -0.8064 -2.6482 -1.6944
35 H 0.4478 0.6382 -1.9918
36 H 2.1578 -0.1754 -3.4172
37 H 1.6833 -1.8223 -2.9693
38 H 1.1393 -1.1860 -0.3170
39 H 2.8648 -2.0074 1.4798
40 H 3.8062 -0.6509 0.8238
41 H 2.1525 -1.3209 3.6422
42 H 0.8668 0.2052 5.0678
43 H -0.6558 2.0789 5.2529
44 H 0.4309 3.3857 4.7847
45 H -1.0220 3.0809 3.8388
46 H 0.4384 2.9060 1.7957
47 H 1.7408 1.3843 0.3726


4.
Density functional theory data (ωB97M-V/def2-TZVPD) for a molecular structure, C2H8N6 at a distorted geometry.

Results
strongest force on any atom	0.0724	hartree/bohr
relative energy (zero: lowest compared OMol25 entry of this formula, charge and spin)	15.1	kcal/mol
HOMO-LUMO gap	9.71	eV
energy	-408.82489	hartree
HOMO	-18.6781	eV
charge	+2

CARTESIAN COORDINATES (ANGSTROEM)
1 C 0.4687 0.7029 -0.7629
2 C -0.0415 -1.3266 0.5245
3 N -0.9146 2.6986 -0.1990
4 N -0.9470 1.5496 0.0682
5 N 0.0796 -2.6293 0.5029
6 N -0.8493 -0.7859 1.4655
7 N 1.1060 1.5246 -1.4766
8 N 0.7733 -0.5506 -0.3508
9 H -1.6509 3.3861 0.1787
10 H -0.2989 -3.4254 1.0482
11 H 0.7485 -2.9230 -0.2033
12 H -1.7001 -1.0796 1.9192
13 H -0.7956 0.2064 1.6335
14 H 0.6052 2.3702 -1.5444
15 H 1.9091 1.4979 -2.0044
16 H 1.5076 -1.2158 -0.7991


5.
Density functional theory data (ωB97M-V/def2-TZVPD) for 7 unconnected molecules or ions with the total composition C30H39N3O10 at a distorted geometry.

Results
strongest force on any atom	0.0805	hartree/bohr
relative energy (zero: lowest compared OMol25 entry of this formula, charge and spin)	224.9	kcal/mol
HOMO-LUMO gap	8.20	eV
energy	-2082.84595	hartree
HOMO	-9.2185	eV
structure (SMILES)	O=[N+]([O-])c1ccccc1.O=[N+]([O-])c1ccccc1.O=[N+]([O-])c1ccccc1.CC(C)=O.CC(C)=O.CC(C)=O.CC(C)=O

CARTESIAN COORDINATES (ANGSTROEM)
1 O 0.7420 0.6595 -5.5736
2 N 0.9884 0.8389 -4.3532
3 O 1.6389 0.0223 -3.7172
4 C 0.6556 2.1072 -3.6496
5 C 0.4288 2.0472 -2.2591
6 C -0.0059 3.1952 -1.6377
7 C -0.2003 4.3263 -2.3416
8 C 0.0902 4.4660 -3.6475
9 C 0.5304 3.3399 -4.3477
10 H 0.4574 1.1924 -1.5996
11 H -0.2893 3.2594 -0.5975
12 H -0.6719 5.1642 -1.8496
13 H 0.0459 5.4538 -4.0818
14 H 0.7572 3.4478 -5.3981
15 O -3.7365 -4.6706 -2.5892
16 N -2.4830 -4.6946 -2.4082
17 O -2.0022 -5.3272 -1.5355
18 C -1.5829 -4.0309 -3.3400
19 C -1.9822 -3.5219 -4.5423
20 C -1.0946 -3.0250 -5.5217
21 C 0.2549 -2.9391 -5.1988
22 C 0.7214 -3.3904 -3.9454
23 C -0.2279 -4.0049 -3.0776
24 H -2.9982 -3.6739 -4.8756
25 H -1.3214 -2.8732 -6.5666
26 H 0.9790 -2.5420 -5.8947
27 H 1.7474 -3.2598 -3.6347
28 H 0.0610 -4.3908 -2.1112
29 O -1.6055 0.2152 4.8196
30 N -1.5037 0.7602 5.9394
31 O -2.1336 0.2425 6.8592
32 C -0.7846 2.0114 6.0784
33 C -0.8917 2.7481 7.2487
34 C -0.0491 3.8270 7.4668
35 C 0.8751 4.3279 6.5282
36 C 0.8876 3.6137 5.3392
37 C 0.1695 2.4568 5.1060
38 H -1.4776 2.3318 8.0548
39 H -0.1367 4.2830 8.4420
40 H 1.4276 5.2341 6.7284
41 H 1.5764 4.0635 4.6394
42 H 0.4390 1.8239 4.2734
43 C 3.4121 4.6032 0.5636
44 C 3.1914 3.5238 1.5064
45 C 1.8629 2.7738 1.6242
46 O 4.1598 3.0555 2.0560
47 H 4.4717 4.5498 0.3139
48 H 3.0877 5.4795 1.1248
49 H 2.7264 4.5264 -0.2802
50 H 1.4534 2.4730 0.6599
51 H 1.1293 3.4178 2.1091
52 H 2.0475 1.8847 2.2271
53 C 4.9375 -1.2489 -3.3680
54 C 4.3414 -1.4870 -2.0195
55 C 3.7040 -0.3633 -1.2092
56 O 4.1218 -2.6241 -1.5874
57 H 4.1763 -0.6699 -3.8911
58 H 5.2137 -2.2128 -3.7953
59 H 5.8771 -0.7211 -3.2048
60 H 2.7196 -0.7259 -0.9134
61 H 3.5705 0.5526 -1.7848
62 H 4.2733 -0.0919 -0.3202
63 C -4.0332 -3.9724 1.2295
64 C -5.1880 -3.0960 1.2715
65 C -6.3380 -3.6580 2.0545
66 O -5.1762 -1.9934 0.7566
67 H -4.3331 -4.8293 0.6262
68 H -3.8149 -4.3636 2.2232
69 H -3.1763 -3.5623 0.6951
70 H -7.0895 -2.9410 2.3853
71 H -5.9250 -4.0759 2.9726
72 H -6.8380 -4.4652 1.5193
73 C -0.2660 -2.5827 0.1301
74 C -0.1341 -1.1343 0.5949
75 C -1.2871 -0.5903 1.3793
76 O 0.7080 -0.3578 0.1319
77 H 0.6596 -3.0944 -0.1336
78 H -0.9544 -2.6536 -0.7121
79 H -0.7378 -3.0571 0.9905
80 H -1.0473 0.1480 2.1444
81 H -1.7438 -1.4094 1.9348
82 H -2.0572 -0.1216 0.7667


6.
Density functional theory data (ωB97M-V/def2-TZVPD) for C3H5NO2 in the gas phase.

Results
strongest force on any atom	0.0123	hartree/bohr
relative energy (zero: lowest compared OMol25 entry of this formula, charge and spin)	99.1	kcal/mol
HOMO-LUMO gap	10.82	eV
energy	-322.41634	hartree
HOMO	-9.8313	eV
structure (SMILES)	C[C@]12NO[C@H]1O2

CARTESIAN COORDINATES (ANGSTROEM)
1 C -1.0918 -0.6948 0.7299
2 C 0.0112 0.0799 0.0887
3 N -0.1799 1.3266 -0.6604
4 O 1.0231 0.9855 -1.4875
5 C 1.1675 -0.1837 -0.7372
6 O 1.3334 0.0998 0.6399
7 H -1.4239 -0.2415 1.6693
8 H -0.7337 -1.7037 0.9495
9 H -1.9491 -0.7591 0.0530
10 H 0.1390 2.1197 -0.0959
11 H 1.7043 -1.0287 -1.1494


7.
Density functional theory data (ωB97M-V/def2-TZVPD) for C2O4 in the gas phase at a distorted geometry.

Results
strongest force on any atom	0.0743	hartree/bohr
relative energy (zero: lowest compared OMol25 entry of this formula, charge and spin)	117.9	kcal/mol
HOMO-LUMO gap	10.55	eV
energy	-377.06052	hartree
HOMO	-11.8914	eV
structure (SMILES)	O=C1OOC1=O

CARTESIAN COORDINATES (ANGSTROEM)
1 O -1.6798 -0.9708 0.0406
2 C -0.7675 -0.2212 -0.0254
3 O -0.6931 1.2046 -0.0412
4 O 0.7015 1.1673 0.0623
5 C 0.7378 -0.2280 -0.0341
6 O 1.7011 -0.9518 -0.0023